Entry 1:
A 2-piece molecular cluster, C26H32IN4O7P overall at a distorted geometry. Source: the Open Molecules 2025 dataset; level of theory: ωB97M-V with the def2-TZVPD basis set.

Structure (XYZ):
```
71
Properties=species:S:1:pos:R:3:forces:R:3
C 5.856 1.863 1.195 -0.85 -0.76 0.02
C 5.252 0.914 0.100 0.88 0.40 0.36
C 5.251 1.534 -1.307 -0.82 -0.42 -0.32
C 4.006 2.409 -1.626 0.46 -0.10 -0.83
C 2.846 1.594 -2.320 0.92 0.51 1.92
C 2.106 0.840 -1.204 0.01 0.39 -1.07
C 2.223 -0.512 -0.979 -1.42 -0.51 -0.11
P 3.285 -1.480 -2.143 1.94 -0.46 0.07
N 2.675 -1.242 -3.766 -0.19 0.19 1.13
O 3.056 -3.118 -1.948 -0.92 1.16 -0.39
C 1.518 -1.074 0.168 0.78 -0.51 -0.79
C 1.654 -2.552 0.514 0.09 0.06 0.23
C 0.856 -3.025 1.723 -0.06 0.31 0.03
O -0.536 -2.858 1.426 0.16 -0.69 0.21
C -1.333 -3.725 2.168 -1.43 -0.63 0.64
C -2.122 -4.729 1.339 0.43 0.93 -0.39
O -1.405 -3.676 3.372 0.83 0.29 -0.80
C 0.762 -0.268 0.941 -0.41 0.14 0.89
C 0.587 1.115 0.694 -0.06 -1.44 0.50
N -0.246 1.798 1.536 0.88 0.84 -1.32
C -0.333 3.053 1.185 -0.93 1.01 0.85
N -1.192 3.868 1.972 1.13 -0.32 0.35
C 0.361 3.675 0.089 0.67 0.36 -0.38
C 0.197 5.156 -0.234 -0.82 -0.22 0.16
C -1.168 5.336 -0.970 0.50 -0.86 -0.22
C -1.457 4.183 -1.973 -0.10 0.77 0.16
I -1.164 7.212 -2.072 -0.07 -0.19 0.48
N 1.170 2.996 -0.678 -0.47 -0.27 0.57
C 1.276 1.665 -0.382 0.26 0.18 -0.33
H 5.141 1.923 2.030 0.29 0.11 -0.13
H 6.761 1.395 1.597 0.07 0.55 -0.12
H 6.006 2.884 0.829 0.26 -0.26 0.04
H 4.264 0.601 0.451 0.02 0.09 -0.49
H 5.861 -0.001 0.055 -0.19 0.20 0.09
H 5.246 0.703 -2.032 0.08 0.22 0.16
H 6.178 2.088 -1.522 -0.19 -0.06 0.42
H 4.314 3.167 -2.365 -0.09 -0.02 0.28
H 3.653 2.940 -0.736 0.01 -0.11 -0.21
H 2.201 2.335 -2.800 -0.05 -0.47 -0.14
H 3.352 0.926 -3.012 -0.37 0.25 -0.17
H 3.498 -0.963 -4.292 -0.27 -0.04 -0.23
H 2.006 -0.478 -3.788 -0.13 -0.23 -0.25
H 2.174 -3.301 -2.317 0.18 -0.47 0.10
H 2.720 -2.753 0.715 -0.27 -0.10 -0.17
H 1.361 -3.158 -0.348 0.05 0.08 0.28
H 1.033 -4.094 1.913 0.21 0.25 -0.09
H 1.141 -2.471 2.633 -0.14 -0.15 -0.19
H -3.086 -4.983 1.785 0.26 0.00 0.03
H -1.480 -5.613 1.208 -0.22 0.12 0.04
H -2.333 -4.299 0.352 -0.01 -0.25 0.20
H 0.248 -0.685 1.804 -0.06 0.21 -0.26
H -1.106 3.489 2.914 -0.68 -0.06 -0.09
H -0.831 4.814 2.036 -0.22 0.01 -0.20
H 0.208 5.745 0.695 -0.01 0.04 -0.33
H 1.019 5.520 -0.857 -0.08 -0.40 0.05
H -1.980 5.309 -0.236 0.11 0.63 -0.26
H -0.553 3.811 -2.467 -0.14 0.12 0.17
H -2.133 4.574 -2.743 -0.03 -0.43 0.22
H -1.940 3.379 -1.403 0.13 0.01 -0.37
C -8.396 -3.489 0.309 0.09 -0.27 -0.57
C -8.516 -3.010 1.611 0.07 0.15 0.53
C -7.230 -3.151 2.462 1.11 -0.43 -0.12
O -7.146 -2.708 3.615 -0.57 0.19 0.06
C -6.100 -3.830 1.879 -0.02 0.14 0.52
C -5.989 -4.319 0.585 -0.19 -0.10 -0.57
C -7.238 -4.083 -0.299 -1.12 0.51 0.14
O -7.268 -4.394 -1.500 0.58 -0.28 -0.05
O -5.003 -4.912 0.077 0.09 0.06 0.26
O -9.527 -2.491 2.138 0.05 -0.08 -0.19
H -9.251 -3.418 -0.359 -0.07 0.10 0.08
H -5.262 -3.948 2.563 0.07 -0.01 -0.06
```
Positions in Å, forces in eV/Å.

The charge is -2. The calculation puts the largest force on an atom at 0.0425 Eh/bohr. The total energy is -2394.72478 Eh. The calculation puts the HOMO-LUMO gap at 0.077 hartree.


Entry 2:
One molecule with the formula C26H32N4O3. Source: the Open Molecules 2025 dataset; level of theory: ωB97M-V with the def2-TZVPD basis set.

Structure (XYZ):
```
65
Properties=species:S:1:pos:R:3:forces:R:3
C -7.889 -2.518 -1.687 -0.08 0.33 0.07
H -6.984 -2.353 -2.266 0.11 -0.05 -0.06
H -8.571 -3.116 -2.286 -0.04 -0.12 -0.07
H -7.634 -3.084 -0.793 0.05 -0.10 0.07
C -8.561 -1.188 -1.320 -0.04 -0.15 0.01
N -7.771 -0.244 -0.560 0.10 0.04 -0.03
C -6.715 0.404 -1.320 -0.03 0.19 -0.01
H -6.157 -0.302 -1.955 0.01 0.05 0.00
C -5.729 1.079 -0.376 -0.14 0.17 -0.38
N -5.052 0.073 0.415 -0.35 -0.05 0.04
C -3.701 0.109 0.548 0.49 0.50 -0.14
N -3.084 1.180 0.084 -0.54 -0.16 0.04
C -1.751 1.278 0.214 0.48 -0.34 0.22
C -1.115 2.432 -0.291 0.17 -0.12 0.09
C 0.236 2.602 -0.181 -0.10 0.19 -0.11
C 1.022 1.616 0.443 -0.28 -0.25 0.09
C 0.427 0.476 0.940 0.22 0.21 -0.09
C -0.957 0.278 0.838 -0.31 0.35 -0.21
C -1.633 -0.880 1.320 -0.24 0.00 -0.04
C -2.988 -0.955 1.170 0.19 -0.09 0.06
H -3.514 -1.830 1.517 -0.02 -0.09 0.04
C -0.873 -1.995 1.970 -0.09 0.06 -0.04
H -0.360 -1.635 2.862 0.08 -0.03 0.06
H -0.125 -2.396 1.287 0.09 -0.05 0.00
H -1.545 -2.799 2.259 0.00 -0.04 0.02
H 1.043 -0.275 1.416 0.08 -0.09 0.05
N 2.407 1.752 0.597 0.03 -0.30 0.26
C 3.246 2.702 0.111 0.45 -0.15 0.23
O 2.919 3.654 -0.562 -0.12 0.28 -0.20
C 4.699 2.458 0.532 -0.10 0.11 -0.13
C 5.091 1.016 0.403 0.18 -0.13 0.33
C 5.224 0.196 1.508 -0.01 0.29 -0.16
C 5.548 -1.147 1.359 0.06 -0.37 -0.14
C 5.735 -1.692 0.103 0.02 -0.14 -0.06
C 5.594 -0.864 -1.036 0.03 -0.15 -0.10
C 5.275 0.471 -0.868 0.07 -0.17 -0.11
H 5.161 1.119 -1.723 0.00 0.03 -0.17
O 5.791 -1.477 -2.233 0.01 -0.09 0.52
C 5.669 -0.709 -3.404 -0.04 0.17 -0.23
H 4.662 -0.293 -3.512 0.05 -0.01 0.02
H 5.864 -1.397 -4.226 -0.02 0.09 0.03
H 6.402 0.104 -3.432 -0.04 -0.03 0.01
O 6.054 -2.991 -0.154 -0.08 0.43 -0.24
C 6.239 -3.860 0.935 0.02 -0.14 0.21
H 7.053 -3.524 1.586 -0.04 0.00 -0.02
H 5.323 -3.968 1.527 0.04 0.02 -0.02
H 6.500 -4.823 0.501 -0.02 0.05 0.08
H 5.652 -1.758 2.242 0.03 -0.11 0.04
H 5.090 0.597 2.503 0.00 0.08 0.09
H 4.803 2.791 1.568 0.04 0.02 -0.02
H 5.327 3.094 -0.094 -0.10 0.02 0.05
H 2.849 0.990 1.099 -0.01 0.16 -0.16
H 0.716 3.485 -0.569 0.00 0.03 -0.01
H -1.731 3.180 -0.763 -0.07 0.08 -0.05
C -5.855 -1.056 0.829 -0.11 -0.28 0.10
H -5.616 -1.326 1.864 -0.02 -0.05 -0.07
C -7.338 -0.680 0.754 0.13 0.09 0.17
H -7.943 -1.531 1.072 0.03 0.02 0.03
H -7.519 0.137 1.464 0.04 -0.18 0.09
H -5.655 -1.930 0.190 -0.03 -0.02 0.10
H -6.259 1.784 0.273 0.04 0.07 -0.08
H -4.964 1.624 -0.929 -0.25 -0.02 0.06
H -7.176 1.152 -1.975 0.13 -0.02 -0.04
H -8.867 -0.677 -2.237 -0.10 -0.03 0.03
H -9.465 -1.396 -0.738 -0.04 0.01 -0.13
```
Positions in Å, forces in eV/Å.

The value obtained for the relative energy (zero: lowest compared OMol25 entry of this formula, charge and spin) is 68.0 kcal per mole. Its structure (SMILES) is CCN1CCN(c2cc(C)c3cc(NC(=O)Cc4ccc(OC)c(OC)c4)ccc3n2)CC1. The calculation puts the largest force on an atom at 0.0139 Eh/bohr. The total energy is -1454.70489 Eh. The calculation puts the HOMO-LUMO gap at 0.285 hartree.


Entry 3:
C26H32NO6Sc as an isolated structure at a distorted geometry. Source: the Open Molecules 2025 dataset; level of theory: ωB97M-V with the def2-TZVPD basis set.

Structure (XYZ):
```
66
Properties=species:S:1:pos:R:3:forces:R:3
O -0.195 0.033 -1.943 0.90 1.19 2.25
C 1.216 0.249 -2.328 -0.62 -0.16 0.05
C 0.829 1.307 -3.354 -0.14 -0.34 0.12
H 1.647 -0.671 -2.729 -0.16 0.18 0.20
H 1.844 0.629 -1.502 -0.44 -0.32 -0.33
C -0.697 1.186 -2.730 1.60 0.33 -0.07
H 1.116 0.995 -4.362 -0.42 0.29 0.20
H 1.341 2.249 -3.104 -0.62 -0.03 -0.43
C -2.075 0.817 -3.263 -0.60 -0.31 -0.31
H -2.195 -0.240 -3.530 0.26 0.51 0.08
H -2.410 1.460 -4.089 0.27 -0.19 0.14
H -2.817 0.984 -2.471 0.37 0.12 0.08
C -0.886 2.485 -1.968 -0.14 0.38 0.47
H 0.063 2.938 -1.669 -0.56 -0.04 -0.12
H -1.506 2.315 -1.083 0.34 0.20 -0.29
H -1.436 3.205 -2.594 0.24 -0.24 -0.03
Sc -0.112 0.371 0.702 -0.79 1.33 0.86
C 0.440 2.248 2.274 0.89 -0.01 -0.07
C 1.575 1.391 2.261 0.18 0.85 0.02
C 2.167 1.442 0.973 -0.03 0.33 0.13
H 1.981 0.878 3.130 -0.23 -0.05 -0.48
C 1.418 2.369 0.196 -0.14 -0.06 0.39
C 0.322 2.833 0.985 0.56 0.17 -0.20
H -0.427 3.571 0.685 0.36 -0.39 0.11
H -0.151 2.507 3.154 0.09 -0.28 -0.44
H 3.073 0.914 0.661 -0.43 0.23 0.16
H 1.715 2.745 -0.784 -0.22 -0.33 0.37
C -1.999 0.368 2.547 -0.22 -0.30 -0.90
C -2.348 1.482 1.731 -0.44 -0.95 -0.54
C -2.599 1.001 0.416 0.13 -0.46 0.69
H -2.477 2.512 2.063 0.14 -0.35 -0.12
C -2.346 -0.416 0.392 -0.55 0.11 0.85
C -2.008 -0.806 1.730 -1.04 0.64 -0.40
H -1.913 -1.831 2.078 0.29 0.30 -0.14
H -1.873 0.389 3.628 0.18 0.01 -0.39
H -3.080 1.568 -0.376 0.36 -0.14 0.18
H -2.497 -1.081 -0.457 0.05 0.19 0.30
O -0.261 -1.110 -4.133 0.31 -0.15 -3.19
C -0.676 -0.358 -5.331 -0.87 0.47 0.35
C 0.084 -0.798 -6.581 -0.48 -0.13 0.41
H -0.553 0.727 -5.173 0.10 -0.69 0.06
H -1.769 -0.459 -5.450 0.46 -0.42 -0.11
C 0.950 -1.970 -6.106 0.29 -0.33 0.25
H 0.633 0.047 -7.004 0.22 -0.26 0.11
H -0.674 -1.072 -7.311 0.23 -0.27 -0.24
C 0.616 -2.150 -4.602 0.32 -0.26 0.33
H 2.019 -1.772 -6.249 -0.25 0.08 0.12
H 0.763 -2.919 -6.619 -0.17 0.33 -0.10
H 1.524 -2.112 -3.996 0.12 0.08 -0.04
H 0.200 -3.143 -4.386 -0.31 0.27 -0.18
O 1.225 -3.184 2.188 -0.12 0.59 -0.03
C 0.929 -2.066 2.572 -0.20 0.14 -0.96
O 0.654 -1.054 1.761 0.87 -1.87 1.00
C 0.877 -1.825 4.067 -0.09 0.23 1.38
C 0.527 -0.609 4.705 0.15 -0.35 -0.56
C 0.571 -0.460 6.086 0.05 -0.45 0.38
C 0.923 -1.555 6.895 -0.11 -0.03 -2.26
C 1.238 -2.788 6.293 -0.14 0.49 0.41
C 1.212 -2.911 4.906 -0.03 0.32 0.00
N 0.928 -1.403 8.315 0.09 0.23 3.32
O 0.638 -0.288 8.808 0.53 -2.05 -1.16
O 1.221 -2.396 9.021 -0.52 1.75 -1.49
H 0.213 0.245 4.105 0.19 -0.36 0.15
H 0.329 0.493 6.552 0.02 -0.27 -0.10
H 1.501 -3.630 6.929 -0.07 0.19 -0.19
H 1.459 -3.876 4.468 -0.04 0.31 -0.07
```
Positions in Å, forces in eV/Å.

The value obtained for the relative energy (zero: lowest compared OMol25 entry of this formula, charge and spin) is 12.3 kcal per mole. The calculation puts the largest force on an atom at 0.0648 Eh/bohr. The total energy is -2276.72792 Eh. The calculation puts the HOMO-LUMO gap at 0.264 hartree.